(1)
34
Properties=species:S:1:pos:R:3:mulliken_charge:R:1 method="wB97M-V/def2-TZVPD" e_lumo_ev=-0.70 mol_weight_da=262.31 fmax_ha_per_bohr=0.346 homo_lumo_gap_ev=7.2 charge=0 total_energy_ha=-844.256283
O 2.338 4.235 -2.030 -0.40
C 2.348 3.260 -2.671 -0.30
C 1.601 1.908 -2.552 0.92
C 0.733 1.906 -1.551 -0.75
C -0.017 0.896 -1.381 -0.91
C 0.447 -0.295 -2.263 0.63
C 1.492 -0.142 -3.263 -0.66
C 1.855 0.994 -3.561 -0.59
H 2.610 1.102 -4.380 0.33
H 1.444 -1.038 -3.922 0.33
O -0.291 -1.725 -2.299 -0.43
C 0.037 -2.422 -1.253 -1.11
C -0.247 -1.624 0.334 0.35
C -1.422 -1.866 0.779 -0.97
C -1.797 -1.102 1.986 0.59
C -2.846 -1.090 2.585 0.17
C -3.165 -0.388 3.910 -0.45
C -2.054 0.101 4.529 -0.33
C -0.998 -0.086 4.012 -1.25
C -0.506 -0.659 2.757 0.60
C 0.626 -0.600 2.141 -0.40
C 1.081 -1.336 0.918 -0.95
H 1.935 -1.395 0.546 0.75
H 1.676 -0.293 2.753 0.10
H -0.286 0.391 4.378 0.56
H -2.396 0.493 5.508 0.33
H -4.195 -0.297 4.292 0.39
H -3.877 -1.683 1.966 0.06
H -2.116 -2.173 0.228 0.69
H -0.458 -3.315 -1.154 0.65
H 1.089 -2.746 -1.258 0.30
H -0.722 0.671 -0.705 0.95
H 0.590 2.677 -0.936 0.63
H 3.141 3.435 -3.617 0.16

=====

(2)
43
Properties=species:S:1:pos:R:3:mulliken_charge:R:1 method="wB97M-V/def2-TZVPD" e_lumo_ev="2.80 / 2.80" mol_weight_da=488.35 multiplicity=2 fmax_ha_per_bohr=0.080 homo_lumo_gap_ev="6.7 / 6.2" s2=0.759 charge=-1 total_energy_ha=-3302.837249
V -0.887 -0.362 0.063 0.08
O 1.680 0.833 0.725 -0.46
S 1.215 -0.502 1.213 1.31
O 2.190 -1.120 2.068 -0.74
O 0.879 -1.311 0.017 -0.71
O -0.097 -0.276 1.890 -0.66
O -1.853 1.078 -2.165 -0.47
S -2.814 -0.184 -1.443 0.28
O -1.897 -1.326 -1.557 -0.53
O -2.880 0.226 -0.016 -0.49
C -2.272 2.273 -1.678 -0.05
C -3.389 2.894 -2.228 -0.45
C -3.832 4.100 -1.714 -0.62
C -3.173 4.666 -0.635 -0.76
C -2.073 4.032 -0.079 -0.09
C -1.605 2.824 -0.579 0.55
P -0.155 1.801 0.064 1.72
C 0.025 2.645 1.664 0.40
C -1.064 2.566 2.527 -0.35
C -0.962 3.051 3.818 -0.78
C 0.229 3.599 4.265 -0.48
C 1.315 3.678 3.408 -0.75
C 1.214 3.209 2.109 -0.33
C 0.993 2.526 -1.152 0.68
C 1.217 3.897 -1.208 -0.34
C 2.107 4.416 -2.134 -0.81
C 2.761 3.570 -3.014 -0.48
C 2.508 2.206 -2.982 -0.65
C 1.624 1.680 -2.056 -0.48
H -3.890 2.413 -3.057 0.46
H -4.692 4.595 -2.148 0.37
H -3.522 5.597 -0.212 0.41
H -1.584 4.479 0.775 0.37
H -1.975 2.091 2.180 0.37
H -1.804 2.987 4.491 0.40
H 0.318 3.931 5.291 0.37
H 2.246 4.105 3.760 0.40
H 2.065 3.227 1.445 0.45
H 0.703 4.554 -0.519 0.36
H 2.301 5.481 -2.164 0.41
H 3.471 3.974 -3.724 0.36
H 3.021 1.555 -3.677 0.40
H 1.428 0.614 -1.986 0.32

=====

(3)
78
Properties=species:S:1:pos:R:3:mulliken_charge:R:1 method="wB97M-V/def2-TZVPD" e_lumo_ev=-2.88 mol_weight_da=1514.47 fmax_ha_per_bohr=0.092 homo_lumo_gap_ev=2.7 charge=-3 total_energy_ha=-15638.898991
Hg 0.974 0.048 0.164 1.59
As -0.450 3.346 -3.896 2.04
F 0.551 4.616 -3.122 -0.50
F 0.081 2.261 -2.557 -0.52
F -1.349 2.004 -4.744 -0.50
F -0.820 4.540 -5.173 -0.51
F 0.970 2.728 -4.756 -0.46
F -1.953 3.827 -3.000 -0.52
As 6.135 1.087 -0.929 2.04
F 7.857 1.344 -1.406 -0.53
F 6.085 2.593 -0.091 -0.46
F 4.411 0.782 -0.500 -0.46
F 6.133 -0.547 -1.679 -0.46
F 6.738 0.415 0.642 -0.48
F 5.435 1.901 -2.363 -0.47
As 1.737 -2.750 -4.530 2.02
F 1.875 -3.347 -6.271 -0.54
F 1.008 -4.311 -4.068 -0.48
F 1.770 -2.009 -2.862 -0.49
F 2.490 -1.228 -5.120 -0.47
F 0.049 -2.111 -4.807 -0.50
F 3.437 -3.301 -4.248 -0.48
As 3.135 1.014 5.037 2.04
F 4.807 0.586 4.448 -0.49
F 2.896 -0.662 5.508 -0.47
F 1.582 1.544 5.631 -0.49
F 3.507 2.642 4.404 -0.50
F 2.463 0.627 3.428 -0.52
F 3.828 1.437 6.615 -0.52
As 4.514 -4.233 1.822 2.04
F 5.276 -4.191 0.127 -0.51
F 5.753 -3.104 2.406 -0.45
F 3.820 -4.248 3.508 -0.51
F 3.233 -5.417 1.282 -0.52
F 5.613 -5.484 2.310 -0.48
F 3.552 -2.765 1.344 -0.46
C -2.459 -8.479 1.119 -0.20
C -2.413 -8.088 2.395 -0.49
C -1.868 -6.815 2.671 -0.30
C -1.701 -5.833 1.675 0.14
C -1.752 -6.343 0.350 -0.28
C -2.196 -7.619 0.011 -0.52
N -1.033 -4.549 1.962 0.91
O -0.787 -3.774 0.992 -0.52
O -1.006 -4.120 3.082 -0.56
H -2.923 -9.440 0.956 0.31
H -2.855 -8.609 3.232 0.35
H -1.549 -6.561 3.671 0.38
H -1.751 -5.668 -0.493 0.40
H -2.460 -7.856 -1.009 0.38
C -8.233 0.548 -0.677 -0.40
C -7.201 1.322 -0.062 -0.40
C -5.882 0.875 -0.184 -0.32
C -5.563 -0.233 -0.914 0.09
C -6.522 -1.070 -1.342 -0.37
C -7.847 -0.648 -1.335 -0.37
N -4.182 -0.565 -1.200 1.08
O -3.926 -1.507 -1.927 -0.61
O -3.366 0.177 -0.803 -0.61
H -9.282 0.804 -0.691 0.36
H -7.381 2.256 0.450 0.37
H -5.048 1.498 0.104 0.46
H -6.240 -1.948 -1.904 0.40
H -8.568 -1.381 -1.665 0.33
C 1.227 9.135 0.052 -0.27
C -0.213 8.853 0.248 -0.49
C -0.583 7.585 0.633 -0.33
C 0.386 6.610 0.966 0.34
C 1.776 6.918 0.786 -0.51
C 2.127 8.192 0.312 -0.41
N -0.041 5.315 1.442 0.89
O -1.163 5.210 1.886 -0.61
O 0.567 4.291 1.125 -0.46
H 1.587 10.108 -0.250 0.35
H -0.847 9.697 0.020 0.35
H -1.614 7.310 0.795 0.40
H 2.574 6.248 1.069 0.44
H 3.068 8.519 -0.105 0.31

=====

(4)
43
Properties=species:S:1:pos:R:3:mulliken_charge:R:1 method="wB97M-V/def2-TZVPD" e_lumo_ev="-15.38 / -15.38" mol_weight_da=668.41 fmax_ha_per_bohr=0.009 homo_lumo_gap_ev="4.9 / 4.9" charge=+4 total_energy_ha=-9130.226092
Mn 2.236 -1.092 0.866 -0.08
S 4.134 -2.097 1.196 0.16
S 4.217 -3.026 2.921 0.40
S 2.462 -2.788 3.844 0.29
S 1.321 -1.608 2.708 0.22
C -3.740 -2.275 1.550 -0.60
C -3.060 -1.462 2.453 -0.93
C -1.915 -0.790 2.052 -0.48
C -1.483 -0.939 0.732 0.97
C -2.147 -1.753 -0.182 -0.31
C -3.287 -2.423 0.243 -0.75
As 0.057 0.021 0.154 1.06
C 0.724 -0.820 -1.448 0.76
C 0.757 -0.477 -2.777 -0.58
C 1.539 -1.245 -3.655 -0.73
C 2.318 -2.312 -3.210 -0.79
C 2.294 -2.669 -1.876 -0.40
C 1.518 -1.906 -0.974 -0.22
C -0.426 1.918 -0.035 0.89
C -0.978 2.545 1.033 -1.34
C -1.426 3.951 0.944 0.17
C -1.301 4.599 -0.372 -0.65
C -0.740 3.942 -1.439 -0.70
C -0.300 2.634 -1.267 0.05
H -4.631 -2.799 1.870 0.46
H -3.418 -1.356 3.468 0.47
H -1.380 -0.172 2.765 0.39
H -1.810 -1.854 -1.206 0.46
H -3.826 -3.053 -0.453 0.46
H 0.169 0.336 -3.178 0.58
H 1.527 -1.005 -4.712 0.50
H 2.902 -2.888 -3.916 0.51
H 2.816 -3.557 -1.540 0.54
H 1.155 -2.470 -0.076 0.43
H -1.106 2.063 1.995 0.32
H -2.435 4.079 1.358 0.52
H -1.635 5.629 -0.457 0.50
H -0.626 4.441 -2.392 0.53
H 0.176 2.149 -2.110 0.21
Cl 3.417 2.223 2.765 -0.07
Ge 2.971 1.159 1.053 0.91
Cl 3.252 2.263 -0.698 -0.12
Cl -0.294 4.885 2.000 -0.01

=====

(5)
59
Properties=species:S:1:pos:R:3:mulliken_charge:R:1 method="wB97M-V/def2-TZVPD" e_lumo_ev=0.18 mol_weight_da=1052.85 fmax_ha_per_bohr=0.053 homo_lumo_gap_ev=10.1 charge=0 total_energy_ha=-10698.206434
N -5.085 -1.672 -0.049 -0.63
C -4.022 -2.093 -0.213 -0.23
C -2.682 -2.714 -0.479 0.58
C -2.750 -4.272 -0.386 -0.48
C -1.583 -4.768 0.486 0.24
O -1.702 -4.755 1.671 -0.52
F -0.392 -5.177 -0.011 -0.25
C -2.100 -2.139 -1.822 0.64
C -1.267 -3.106 -2.583 -0.45
N -0.766 -3.929 -3.218 -0.53
C -1.283 -0.863 -1.464 0.11
C 0.109 -0.969 -1.372 -0.45
C 0.743 0.241 -1.000 -0.01
C -0.078 1.346 -0.780 -0.85
N -1.392 1.441 -0.907 -0.53
C -2.004 0.316 -1.256 -0.47
H -2.015 -2.373 0.329 0.42
H -2.854 -4.780 -1.350 0.56
H -3.660 -4.509 0.185 0.36
H -2.951 -1.794 -2.433 0.66
H 0.654 -1.898 -1.536 0.42
H 1.828 0.280 -0.886 0.35
H 0.449 2.292 -0.448 0.67
H -3.092 0.323 -1.376 0.36
C -7.558 -3.388 -1.440 0.29
Cl -9.174 -2.821 -1.861 -0.14
Cl -7.635 -4.978 -0.668 -0.13
Cl -6.523 -3.446 -2.871 -0.13
H -7.123 -2.688 -0.735 0.12
C -0.485 4.357 1.989 0.02
Cl -0.608 4.418 3.753 -0.10
Cl 0.032 2.752 1.440 -0.10
Cl -2.022 4.794 1.244 -0.11
H 0.262 5.077 1.677 0.28
C 4.776 0.685 -2.651 0.13
Cl 4.515 0.626 -0.903 -0.16
Cl 5.386 -0.859 -3.238 -0.08
Cl 3.285 1.127 -3.489 -0.13
H 5.519 1.445 -2.857 0.21
C 0.644 7.287 6.805 0.02
Cl 0.257 8.465 5.549 -0.11
Cl -0.525 5.968 6.803 -0.11
Cl 2.284 6.662 6.584 -0.15
H 0.597 7.784 7.765 0.33
C -3.792 -7.826 -1.653 -0.11
Cl -3.464 -7.689 -3.381 -0.12
Cl -2.418 -7.250 -0.709 -0.07
Cl -5.225 -6.893 -1.210 -0.04
H -3.965 -8.870 -1.421 0.39
C 9.366 -0.455 -3.453 0.04
Cl 8.152 0.790 -3.130 -0.10
Cl 10.397 -0.696 -2.042 -0.12
Cl 8.607 -1.974 -3.933 -0.12
H 9.987 -0.115 -4.273 0.30
C 4.786 8.599 4.696 0.64
Cl 5.579 7.497 3.565 -0.13
Cl 5.932 9.184 5.905 -0.12
Cl 4.042 9.949 3.835 -0.13
H 4.004 8.053 5.208 -0.25

=====

(6)
39
Properties=species:S:1:pos:R:3:mulliken_charge:R:1 method="wB97M-V/def2-TZVPD" e_lumo_ev=-1.35 mol_weight_da=331.32 fmax_ha_per_bohr=0.043 homo_lumo_gap_ev=8.0 charge=0 total_energy_ha=-1175.099666
C 1.098 2.250 3.068 -0.25
C 0.774 1.801 1.646 0.34
O 1.263 2.283 0.612 -0.66
N -0.119 0.778 1.742 0.01
C -0.270 0.408 3.053 0.42
O -0.889 -0.538 3.522 -0.60
O 0.402 1.299 3.895 -0.39
H 2.189 2.231 3.249 0.26
H 0.743 3.286 3.237 0.25
C -2.272 3.788 -3.240 -1.41
C -2.032 2.624 -2.351 0.80
C -0.728 2.144 -2.283 0.07
F 0.278 2.882 -2.868 -0.35
C -0.398 0.994 -1.590 -0.47
C -1.364 0.393 -0.745 0.62
C -1.004 -0.510 0.348 -0.69
C -0.071 -1.592 0.221 1.32
C 0.904 -1.675 -0.820 -0.66
C 1.943 -2.563 -0.702 0.10
F 2.930 -2.555 -1.662 -0.35
C 2.035 -3.479 0.343 0.73
C 3.193 -4.401 0.358 -1.40
C 0.991 -3.509 1.288 -0.68
C -0.026 -2.581 1.235 -0.72
C -2.700 0.838 -0.862 -0.58
C -3.019 1.935 -1.642 -0.70
H -3.307 4.127 -3.165 0.38
H -1.595 4.594 -2.948 0.32
H -2.053 3.530 -4.282 0.31
H 0.646 0.723 -1.575 0.35
H -1.696 -0.545 1.210 0.48
H 0.927 -0.968 -1.633 0.69
H 3.029 -5.223 1.065 0.37
H 3.345 -4.830 -0.643 0.33
H 4.104 -3.853 0.638 0.30
H 1.000 -4.245 2.094 0.34
H -0.753 -2.484 2.056 0.38
H -3.436 0.367 -0.202 0.41
H -4.060 2.277 -1.664 0.32